No. 1
ORCA calculation (ωB97M-V/def2-TZVPD) on a structure of composition C29H20ClCuN4O4S in a non-equilibrium geometry.

The calculation puts the orbital gap at 5.74 eV. The HOMO energy comes out at -1.295 eV. Its charge is -2.

Cartesian coordinates (Å):
1 Cu -0.34320 0.25405 1.26342
2 S 0.38301 -0.48260 4.53931
3 C 1.72386 -0.07833 3.48502
4 C 3.05057 -0.17053 3.92164
5 C 4.06581 0.31192 3.19827
6 C 3.82710 0.78139 1.90660
7 C 2.51441 0.82005 1.47052
8 N 1.48698 0.40840 2.23868
9 H 3.28453 -0.68035 4.86555
10 H 5.06848 0.28713 3.64074
11 H 4.64721 1.05475 1.25126
12 H 2.23732 1.18155 0.49668
13 O -6.24722 -0.19415 1.32150
14 C -5.72927 -1.36140 1.32137
15 O -6.34166 -2.41891 1.17461
16 C -4.22391 -1.40367 1.32805
17 C -3.42943 -2.56725 1.14032
18 Cl -3.80733 -4.23497 1.01294
19 N -2.11680 -2.17816 1.22588
20 N -2.02507 -0.84232 1.38737
21 C -3.26560 -0.38903 1.42807
22 C -3.39623 1.12240 1.61213
23 O -4.58543 1.61402 1.65342
24 O -2.35644 1.73770 1.74085
25 C -1.02734 -3.04073 1.09559
26 C -0.50222 -3.69375 2.19036
27 C 0.47228 -4.68693 2.00944
28 C 0.97849 -4.90211 0.71698
29 C 0.46884 -4.19394 -0.33328
30 C -0.49655 -3.24318 -0.16205
31 H -5.33584 0.82005 1.56119
32 H -0.81861 -3.38575 3.17053
33 H 0.83900 -5.19820 2.87984
34 H 1.64061 -5.73165 0.50610
35 H 0.88781 -4.30778 -1.30127
36 H -0.91600 -2.75375 -1.03999
37 N -0.02212 0.26668 -0.74043
38 C 0.45080 1.10642 -1.53402
39 C 0.51269 0.88007 -3.03208
40 C 0.79143 -0.39659 -3.55246
41 C 0.71389 -0.67156 -4.90332
42 C 0.19217 0.31831 -5.75439
43 C -0.04120 1.59262 -5.29847
44 C 0.10425 1.87551 -3.92457
45 C 0.84608 2.58827 -1.15481
46 C 2.07584 3.08891 -1.61960
47 C 2.55149 4.29326 -1.11713
48 C 1.77635 5.05038 -0.24794
49 C 0.51351 4.58043 0.16619
50 C 0.08472 3.32743 -0.23247
51 H 1.17975 -1.09855 -2.80061
52 H 0.88882 -1.69054 -5.27593
53 H 0.06791 0.08423 -6.80905
54 H -0.47395 2.36976 -5.93198
55 H -0.18198 2.86518 -3.53289
56 H 2.67028 2.53459 -2.36549
57 H 3.55351 4.61795 -1.34399
58 H 2.02152 6.05593 0.07371
59 H -0.06427 5.21139 0.82223
60 H -0.82366 2.89599 0.19187



No. 2
ORCA calculation (ωB97M-V/def2-TZVPD) on a structure of composition C29H20Co2O11S2 in a non-equilibrium geometry.

The calculation puts the orbital gap at 5.22 eV. The HOMO energy comes out at -0.858 eV. Its charge is -2.

Cartesian coordinates (Å):
1 C -0.77381 1.71655 1.95370
2 O 0.05767 0.99697 0.92475
3 C 0.03309 1.24174 -0.38840
4 S 1.64220 1.08983 -1.21083
5 C 2.77010 1.41117 0.13931
6 C 2.81791 2.67260 0.73534
7 C 3.56104 2.83619 1.90502
8 C 4.27505 1.75728 2.43530
9 C 4.24517 0.50950 1.80291
10 C 3.49407 0.33331 0.64393
11 O 1.86565 -0.25735 -1.68964
12 O 1.74634 2.21313 -2.12260
13 S -0.78898 2.78760 -0.88665
14 C -0.38197 3.80989 -2.32801
15 C 0.10857 5.10527 -2.13621
16 C 0.39565 5.90470 -3.24786
17 C 0.15045 5.41798 -4.53677
18 C -0.40687 4.14429 -4.71545
19 C -0.69024 3.34647 -3.60508
20 O -2.18947 2.40759 -1.04016
21 O -0.39335 3.72087 0.16943
22 H -1.80485 1.85076 1.59708
23 H -0.75444 1.02414 2.79859
24 H -0.26862 2.65745 2.19296
25 H 2.26809 3.50407 0.29393
26 H 3.57402 3.81505 2.38654
27 H 4.86371 1.89278 3.34372
28 H 4.78682 -0.34570 2.20404
29 H 3.43560 -0.62317 0.12698
30 H 0.27396 5.47809 -1.12669
31 H 0.81587 6.90308 -3.09631
32 H 0.36430 6.04192 -5.40740
33 H -0.63728 3.76449 -5.71338
34 H -1.12370 2.35373 -3.71537
35 O 1.14785 -7.99027 -0.62083
36 C 0.78292 -6.89735 -0.53817
37 Co 0.16551 -5.24473 -0.38104
38 C -0.01833 -5.10792 -2.13575
39 O -0.16904 -5.05875 -3.27949
40 C -1.55263 -5.42216 -0.01471
41 O -2.67752 -5.54693 0.20566
42 C 0.76980 -3.28196 -0.27849
43 C -0.02277 -2.28297 0.23573
44 C -0.79120 -1.21187 -0.12713
45 C -2.06619 -1.00791 0.52753
46 C -3.18822 -0.63536 -0.23682
47 C -4.45981 -0.76397 0.30050
48 C -4.61878 -1.13436 1.64179
49 C -3.49703 -1.35727 2.44337
50 C -2.22276 -1.26965 1.90247
51 Co 0.44567 -3.54429 1.47496
52 C 0.84104 -5.31693 1.76253
53 O 1.19279 -6.20634 2.43142
54 C -1.04640 -3.91089 2.39072
55 O -1.98373 -4.20780 3.00713
56 C 1.46323 -2.77470 2.70649
57 O 2.13576 -2.28470 3.51359
58 H 1.60314 -3.07624 -0.95881
59 H -0.68569 -0.78764 -1.13277
60 H -3.02106 -0.30640 -1.26496
61 H -5.32004 -0.57633 -0.33876
62 H -5.61222 -1.27276 2.06191
63 H -3.60081 -1.60572 3.49796
64 H -1.32524 -1.39810 2.51725



No. 3
ORCA calculation (ωB97M-V/def2-TZVPD) on a structure of composition C29H20FN8O4OsSSe in a non-equilibrium geometry.

The calculation puts the orbital gap (spin up / spin down) at 6.69 / 4.78 eV. As for the expectation value of S²: 6.016. The HOMO energy (spin up / spin down) comes out at -10.362 / -10.368 eV. Its multiplicity is 5. Its charge is +1.

Cartesian coordinates (Å):
1 Os -0.24090 0.20610 0.11480
2 Se 6.04390 4.97420 -0.03140
3 N 5.91960 3.22660 -0.02420
4 C 4.64810 2.87840 -0.00380
5 C 4.17100 1.52500 0.00670
6 C 5.01330 0.40820 0.05750
7 C 4.45300 -0.84990 0.03210
8 C 3.06410 -0.96350 -0.06040
9 N 2.27040 0.08130 -0.07960
10 C 2.77780 1.31490 -0.01860
11 C 1.84760 2.42490 0.06840
12 N 0.53400 2.14680 0.18790
13 C -0.34020 3.14250 0.28740
14 C 0.03930 4.47960 0.26030
15 C 1.37840 4.79600 0.15290
16 C 2.31020 3.75650 0.06650
17 C 3.72910 3.97780 0.00320
18 N 4.30480 5.16550 -0.01270
19 H 6.08070 0.55500 0.12530
20 H 5.06910 -1.73340 0.09280
21 H 2.56970 -1.92170 -0.10560
22 H -1.38150 2.85920 0.39530
23 H -0.71160 5.24910 0.33150
24 H 1.72090 5.81980 0.13450
25 N -5.46560 -1.51520 -5.16540
26 C -4.80210 -1.46330 -3.99110
27 C -4.61830 -2.63430 -3.23230
28 C -3.98180 -2.58030 -2.01590
29 C -3.49590 -1.36630 -1.55020
30 C -3.61890 -0.20770 -2.30290
31 C -4.28170 -0.24680 -3.50820
32 S -2.79680 -1.27420 0.07730
33 O -2.81050 0.11350 0.49400
34 O -3.39040 -2.24690 0.93570
35 N -1.15330 -1.55770 -0.09560
36 C -0.72290 -2.77980 -0.38770
37 N 0.58180 -3.04610 -0.20360
38 C 1.01220 -4.26540 -0.42910
39 C 0.18380 -5.28800 -0.87640
40 C -1.14120 -4.91920 -1.06550
41 N -1.57840 -3.70450 -0.83290
42 H -5.89240 -2.37510 -5.46420
43 H -5.69380 -0.67070 -5.65950
44 H -5.01690 -3.56750 -3.59930
45 H -3.86520 -3.45010 -1.39440
46 H -3.21990 0.71510 -1.91410
47 H -4.43090 0.65730 -4.07890
48 H 2.06370 -4.43340 -0.23080
49 H 0.54210 -6.28520 -1.06510
50 H -1.88410 -5.61720 -1.42270
51 O 1.61260 0.87350 2.58460
52 C 0.53420 0.39820 2.92420
53 O -0.35540 0.05620 2.03710
54 C 0.13700 0.17460 4.33130
55 C 1.09070 0.24350 5.34560
56 C 0.70560 0.05800 6.65980
57 C -0.62570 -0.18180 6.96640
58 C -1.57660 -0.25740 5.95940
59 C -1.19820 -0.08970 4.64040
60 H 2.12200 0.43910 5.09200
61 H 1.43590 0.10930 7.45350
62 H -0.92070 -0.30810 7.99730
63 H -2.60990 -0.44120 6.21560
64 H -1.92350 -0.15240 3.84150
65 F -0.31910 0.44780 -1.78030



Calculated energy relative to the best compared isomer or geometry (same formula, charge and spin) (kJ/mol), listed in the same order as above: 71.0; 123.6; 8.4
Calculated DFT total energy (Eh), listed in the same order as above: -4136.0538; -5506.4599; -4846.0932